Computed, not measured: a structure of composition C14H21NPZr at a distorted geometry, with wB97M-V/def2-TZVPD.

Last column: Mulliken charge in e.
CARTESIAN COORDINATES (ANGSTROEM)
C: 1.55162 -1.34472 -0.69732  -0.50
C: 2.40404 -0.29547 -1.02113  -0.64
C: 2.94199 0.68959 -0.12652  -0.26
C: 2.26996 1.38446 0.90088  0.04
C: 0.92347 1.68796 0.98772  -0.90
Zr: 0.11960 0.13989 -0.23616  0.40
P: -1.57732 -1.57323 -1.50795  -0.15
H: 1.63655 -2.36210 -1.07900  0.45
H: 2.88270 -0.26876 -2.01456  0.38
H: 4.00557 0.92922 -0.24613  0.40
H: 0.53050 2.42413 1.69065  0.37
H: 2.95982 1.79227 1.66010  0.31
H: -2.07831 -2.70440 -0.79028  0.13
H: -1.30807 -2.25241 -2.73142  0.15
H: -2.84597 -1.04711 -1.90027  0.09
C: -2.59214 2.01761 2.89650  -0.73
N: -3.57032 1.09116 2.27227  -0.04
C: -4.65314 1.81277 1.53766  -0.86
C: -2.90951 0.02528 1.39619  -0.78
C: -1.85030 -0.69519 2.16961  0.77
C: -2.11781 -1.15326 3.47233  -0.77
C: -1.08312 -1.69284 4.24173  -0.60
C: 0.20094 -1.82069 3.71867  -0.80
C: 0.44402 -1.46166 2.38279  -0.65
C: -0.58076 -0.90517 1.63306  0.69
H: -1.98563 2.48449 2.11473  0.30
H: -1.96573 1.46009 3.58868  0.33
H: -3.15504 2.77177 3.45153  0.39
H: -4.02473 0.57406 3.04035  0.36
H: -4.20566 2.36177 0.70061  0.37
H: -5.37793 1.07892 1.16445  0.35
H: -5.14176 2.51002 2.22856  0.37
H: -3.72316 -0.65217 1.09294  0.29
H: -2.57017 0.56794 0.49349  0.28
H: -3.13311 -1.08072 3.89069  0.27
H: -1.27848 -2.01264 5.27076  0.38
H: 1.01484 -2.21689 4.32994  0.39
H: 1.42983 -1.62484 1.95032  0.42

HOMO-LUMO gap (spin up / spin down)	5.68 / 5.32	eV
E	-26904.294	eV
net charge	+1
LUMO energy (spin up / spin down)	-3.5 / -3.4	eV

---

Computed, not measured: the ion C4H6N3O2 with charge +1 at a distorted geometry, with wB97M-V/def2-TZVPD.

Last column: Mulliken charge in e.
CARTESIAN COORDINATES (ANGSTROEM)
C: 0.90926 0.17002 0.20404  0.09
C: -0.26076 -1.93509 0.19788  -0.04
C: -0.93229 1.54120 0.11682  -0.36
C: -1.35893 0.13316 -0.41570  -0.52
N: 0.46404 1.54794 0.42776  -0.26
N: -0.18666 -0.67363 0.01887  0.16
N: 2.35360 -0.07017 0.03422  0.97
O: 2.94149 0.86885 -0.38153  -0.44
O: 2.75771 -1.19400 0.23771  -0.56
H: -1.16107 -2.46882 -0.13457  0.34
H: 0.76992 -2.31926 0.62739  0.26
H: -0.91668 2.37380 -0.68063  0.31
H: -1.50140 1.88240 1.02530  0.34
H: -2.31872 -0.06731 0.13105  0.36
H: -1.55951 0.21090 -1.40862  0.33

HOMO-LUMO gap (spin up / spin down)	8.56 / 8.56	eV
structure (SMILES)	C=[N+]1CCN=C1[N+](=O)[O-]
E	-12796.632	eV
ΔE to the lowest compared entry with this formula, charge and spin	779.8	kJ/mol
net charge	+1
LUMO energy (spin up / spin down)	-6.6 / -6.6	eV

---

Computed, not measured: a cluster of 2 separate species, C2H3NOS in total at a distorted geometry, with wB97M-V/def2-TZVPD.

Last column: Mulliken charge in e.
CARTESIAN COORDINATES (ANGSTROEM)
C: 3.31197 0.75654 0.20776  0.71
C: -0.12156 -0.63286 -0.47564  -0.25
N: 0.73844 -0.09891 0.25506  -0.32
O: 3.07450 1.83413 0.58761  -0.38
S: 3.70687 -0.63697 -0.26385  -0.34
H: -1.29230 -0.76025 -0.40862  0.21
H: 0.34483 -0.95039 -1.47711  0.18
H: 0.59943 0.26790 1.24784  0.20

HOMO-LUMO gap	10.26	eV
structure (SMILES)	O=C=S.C=N
E	-16494.334	eV
ΔE to the lowest compared entry with this formula, charge and spin	83.4	kJ/mol
LUMO energy	0.8	eV

---

Computed, not measured: a structure of composition C35H26AsLiO4S5, with wB97M-V/def2-TZVPD.

Last column: Mulliken charge in e.
CARTESIAN COORDINATES (ANGSTROEM)
Li: 0.38645 0.57942 0.58091  0.93
S: -4.94465 -5.51467 0.29564  -0.51
C: -3.81677 -4.15841 0.54449  0.04
S: -3.04883 -3.51607 -1.04077  -0.25
C: -2.45788 -2.00131 -0.34242  0.02
C: -3.16160 -1.64499 0.78206  0.10
S: -2.39195 -0.73518 2.05856  -0.25
S: -4.62484 -2.61050 1.07963  -0.31
S: -1.01555 -1.24463 -0.95214  -0.17
O: 1.43647 0.59763 -1.03341  -0.29
C: 2.33696 1.70496 -1.07052  2.53
C: 1.89495 2.68847 0.08250  0.07
O: 2.62943 3.66949 0.22559  -0.76
O: 0.85685 2.34929 0.70282  -0.88
C: 2.21448 2.44357 -2.39500  -0.67
C: 1.11778 2.22314 -3.22185  -0.46
C: 0.97906 2.92397 -4.41729  -0.92
C: 1.92812 3.86071 -4.79297  -0.33
C: 3.01558 4.10143 -3.95795  -0.94
C: 3.15533 3.40286 -2.76937  0.04
C: 3.72348 1.13861 -0.78195  0.18
C: 4.59181 0.76418 -1.80000  0.06
C: 5.78418 0.10389 -1.51588  -1.13
C: 6.11396 -0.19826 -0.20384  -0.29
C: 5.24320 0.16236 0.82145  -0.86
C: 4.06156 0.82571 0.53437  -0.48
H: 1.54328 0.03037 -1.80411  0.28
H: 0.35406 1.51683 -2.91979  0.62
H: 0.11688 2.73765 -5.04625  0.41
H: 1.81886 4.40851 -5.72175  0.37
H: 3.75524 4.84545 -4.23084  0.36
H: 3.98391 3.61103 -2.10478  0.50
H: 4.33283 0.98128 -2.82938  0.40
H: 6.44756 -0.18175 -2.32421  0.39
H: 7.03792 -0.71787 0.02186  0.37
H: 5.47910 -0.08731 1.84912  0.39
H: 3.37111 1.07097 1.33306  0.29
O: 1.20413 -0.67173 1.61982  -0.77
As: 0.95944 -2.28317 1.25302  1.52
C: 2.21334 -3.15546 2.50824  0.32
C: 2.24941 -2.64425 3.80730  -0.52
C: 3.10495 -3.18061 4.75847  -0.67
C: 3.94772 -4.23526 4.42268  -0.42
C: 3.92500 -4.74532 3.13360  -0.70
C: 3.06230 -4.20593 2.18344  -0.06
C: -0.72225 -2.96429 1.83724  -0.14
C: -1.28504 -4.01467 1.24614  -1.23
C: -2.64764 -4.53178 1.60041  -0.70
C: -3.00683 -4.10313 2.99567  -0.79
C: -2.44976 -3.04902 3.58215  -0.70
C: -1.46723 -2.16928 2.86254  0.00
C: 1.71927 -2.91127 -0.40954  1.26
C: 3.00939 -2.45939 -0.66399  -0.74
C: 3.66038 -2.84712 -1.82952  -0.74
C: 3.02527 -3.69389 -2.72676  -0.68
C: 1.72881 -4.12901 -2.47581  -0.69
C: 1.06226 -3.72219 -1.32869  -0.15
H: 1.61979 -1.80252 4.06753  0.26
H: 3.11980 -2.77080 5.76146  0.38
H: 4.62232 -4.65176 5.16150  0.36
H: 4.57879 -5.56523 2.86094  0.39
H: 3.05264 -4.62135 1.18346  0.35
H: -0.76576 -4.54522 0.46266  0.57
H: -2.62924 -5.61988 1.54670  0.81
H: -3.80481 -4.65072 3.48401  0.37
H: -2.78257 -2.71943 4.56055  0.36
H: -0.80287 -1.63791 3.54427  0.55
H: 3.50395 -1.79357 0.03445  0.37
H: 4.65665 -2.47359 -2.03018  0.41
H: 3.52953 -3.99437 -3.63755  0.35
H: 1.21445 -4.75634 -3.19307  0.39
H: 0.02107 -3.97765 -1.19446  -0.18

HOMO-LUMO gap	5.65	eV
E	-160130.044	eV
ΔE to the lowest compared entry with this formula, charge and spin	139.9	kJ/mol
net charge	-2
LUMO energy	4.0	eV

---

Computed, not measured: a structure of composition C20H26BN7OPbS, with wB97M-V/def2-TZVPD.

Last column: Mulliken charge in e.
CARTESIAN COORDINATES (ANGSTROEM)
Pb: -0.52917 -0.65560 -1.44444  1.21
C: -1.98976 2.83490 -2.45041  -1.37
C: -0.86565 2.98639 -1.47461  0.40
C: -0.29379 4.15481 -0.95482  -1.18
C: 0.70709 3.72154 -0.10532  0.95
C: 1.64780 4.52513 0.73072  -1.19
N: 0.71532 2.37526 -0.13927  0.67
N: -0.24884 1.92319 -0.97596  -0.21
B: 1.55350 1.38234 0.69146  -0.82
N: 2.47928 0.50520 -0.17773  0.69
N: 1.98481 -0.43838 -1.01673  -0.30
C: 3.01811 -1.08084 -1.54513  0.28
C: 2.81968 -2.19650 -2.52003  -1.15
C: 4.21308 -0.54371 -1.04938  -1.23
C: 3.82626 0.45864 -0.18161  1.03
C: 4.68146 1.36715 0.63835  -1.23
N: 0.60786 0.48410 1.53289  0.57
N: -0.31739 -0.37347 1.00051  -0.11
C: -0.98131 -0.91051 2.02411  0.45
C: -2.11259 -1.86457 1.85305  -0.86
C: -0.46178 -0.43410 3.22926  -1.61
C: 0.53262 0.45204 2.87572  1.22
C: 1.40463 1.26609 3.77383  -1.26
H: -2.44334 3.80146 -2.66297  0.35
H: -2.76506 2.17361 -2.06059  0.27
H: -1.63774 2.41580 -3.39482  0.25
H: -0.56766 5.17502 -1.16651  0.44
H: 1.47741 5.58506 0.55003  0.34
H: 2.68803 4.30066 0.49400  0.19
H: 1.50453 4.33286 1.79453  0.20
H: 2.24126 2.01053 1.44043  -0.11
H: 1.76434 -2.45130 -2.62321  0.11
H: 3.34460 -3.09442 -2.19342  0.31
H: 3.20140 -1.92804 -3.50610  0.28
H: 5.22004 -0.84414 -1.28585  0.46
H: 5.72954 1.16181 0.42742  0.34
H: 4.51159 1.22283 1.70560  0.22
H: 4.48526 2.41562 0.41385  0.20
H: -2.27304 -2.09115 0.80897  -0.16
H: -3.02990 -1.43905 2.26366  0.32
H: -1.90651 -2.79870 2.37703  0.32
H: -0.78038 -0.69126 4.22542  0.45
H: 1.14506 1.05112 4.80904  0.33
H: 1.27526 2.33458 3.60170  0.22
H: 2.45985 1.03505 3.62844  0.23
O: -2.93636 -1.24488 -1.30606  -0.75
N: -3.45088 -2.45938 -1.23543  0.42
C: -4.80055 -2.53164 -1.11847  -0.25
C: -5.45731 -3.72485 -1.05182  -0.70
C: -4.70325 -4.90185 -1.09444  -0.15
C: -3.34119 -4.81507 -1.19622  -0.85
C: -2.66963 -3.57687 -1.27075  0.59
S: -0.95667 -3.49602 -1.36338  -0.42
H: -5.27863 -1.56511 -1.09322  0.42
H: -6.53363 -3.73274 -0.96598  0.40
H: -5.18532 -5.86865 -1.04346  0.37
H: -2.72236 -5.70004 -1.22190  0.39

HOMO-LUMO gap	8.35	eV
E	-50402.285	eV
ΔE to the lowest compared entry with this formula, charge and spin	0.0	kJ/mol
LUMO energy	0.6	eV

---

Computed, not measured: a structure of composition C4H6Cl3F6MgNO5S2 at a distorted geometry, with wB97M-V/def2-TZVPD.

Last column: Mulliken charge in e.
CARTESIAN COORDINATES (ANGSTROEM)
Mg: -0.04848 0.06541 -2.13636  0.74
C: -0.87618 0.23786 5.00295  0.61
F: -1.97964 -0.44957 5.41738  -0.19
F: -1.06716 1.58080 4.99224  -0.20
F: 0.05976 0.04866 5.99380  -0.23
S: -0.20077 -0.22790 3.27256  1.03
O: -1.02676 0.59763 2.35225  -0.44
O: 1.20905 0.09864 3.23754  -0.59
N: -0.32217 -1.97909 3.17483  -0.28
S: -1.78618 -2.26388 2.62808  1.00
O: -2.20346 -3.58558 2.93225  -0.63
O: -2.85481 -1.29535 2.92999  -0.52
C: -1.45257 -2.31149 0.70169  0.65
F: -0.99654 -1.10523 0.29707  0.00
F: -0.52861 -3.28005 0.55874  -0.20
F: -2.53741 -2.65547 -0.02131  -0.18
Cl: -1.82718 -0.94879 -3.13121  -0.70
Cl: -0.21191 1.84720 -0.77973  -0.69
Cl: 1.74483 -1.36402 -1.67577  -0.52
C: 2.55555 2.43258 -3.54717  -0.92
C: 1.78929 1.36106 -4.45159  -0.28
O: 0.55531 1.21147 -3.77482  -0.01
H: 1.91525 3.31420 -3.51768  0.29
H: 3.58613 2.57548 -3.87212  0.34
H: 2.48021 2.24496 -2.47609  0.24
H: 2.39180 0.45467 -4.39215  0.24
H: 1.75527 1.66956 -5.49647  0.29
H: -0.12255 1.72612 -4.21894  0.17

HOMO-LUMO gap (spin up / spin down)	9.16 / 2.85	eV
⟨S²⟩	0.759
multiplicity	2
E	-96962.687	eV
net charge	-1
LUMO energy (spin up / spin down)	2.6 / -3.7	eV

---

Computed, not measured: a cluster of 2 separate species, C4H14N2O2 in total at a distorted geometry, with wB97M-V/def2-TZVPD.

Last column: Mulliken charge in e.
CARTESIAN COORDINATES (ANGSTROEM)
C: 0.59435 1.21888 -1.80178  -0.34
O: 1.11538 2.53887 -1.33682  -0.53
C: 1.39207 0.06900 -1.26584  -0.41
N: 0.77196 -1.23055 -1.57785  -0.53
H: 0.60895 1.28377 -2.87222  0.36
H: -0.43272 1.26899 -1.48370  0.23
H: 1.82807 2.33068 -0.71748  0.31
H: 2.44702 0.17609 -1.61330  0.34
H: 1.42014 0.11793 -0.16650  0.11
H: 0.48091 -1.27486 -2.55944  0.23
H: -0.79055 -1.40443 -0.25367  0.37
H: 1.44388 -1.99713 -1.49772  0.22
C: -0.94118 0.89535 1.85799  -0.82
N: -0.49783 -0.44954 2.08311  -0.41
C: -1.47436 -1.46647 1.67434  -0.42
O: -1.48189 -1.83424 0.30557  -0.56
H: -1.69757 1.22816 2.57309  0.32
H: -1.41182 0.92873 0.86864  0.28
H: -0.12230 1.60522 1.91564  0.33
H: 0.40694 -0.62082 1.68486  0.28
H: -2.44722 -1.06011 1.89532  0.34
H: -1.21221 -2.32352 2.28776  0.30

HOMO-LUMO gap	9.45	eV
structure (SMILES)	CNCO.NCCO
E	-11449.047	eV
ΔE to the lowest compared entry with this formula, charge and spin	158.5	kJ/mol
LUMO energy	0.7	eV